# 1
Density functional theory data (the ωB97M-V functional and the def2-TZVPD basis) for 10 unconnected molecules or ions with the total composition C44H68F24O22.

```
! wB97M-V def2-TZVPD RIJCOSX def2/J DEFGRID3
* xyz 0 1
C 3.11 5.73 -8.95
O 1.90 5.60 -8.24
C 1.84 4.57 -7.29
C 2.23 3.17 -7.82
O 2.43 2.33 -6.71
C 2.35 0.93 -6.93
C 2.73 0.27 -5.60
O 1.67 0.54 -4.72
C 1.97 0.22 -3.39
H 3.91 6.00 -8.25
H 3.02 6.59 -9.62
H 3.34 4.84 -9.52
H 0.83 4.48 -6.91
H 2.46 4.83 -6.43
H 3.21 3.22 -8.29
H 1.44 2.79 -8.48
H 3.05 0.58 -7.70
H 1.30 0.74 -7.18
H 3.69 0.69 -5.29
H 2.80 -0.81 -5.77
H 1.18 0.54 -2.70
H 2.95 0.61 -3.10
H 1.95 -0.87 -3.22
C -1.37 0.86 3.60
O -2.11 -0.34 3.48
C -1.67 -1.31 4.39
C -2.66 -2.45 4.47
O -2.66 -3.49 3.51
C -2.56 -2.98 2.18
C -2.42 -4.11 1.18
O -1.31 -4.95 1.43
C -1.52 -5.96 2.42
H -1.62 1.37 4.54
H -1.67 1.52 2.79
H -0.31 0.64 3.48
H -1.58 -0.90 5.41
H -0.67 -1.69 4.12
H -3.68 -2.05 4.55
H -2.61 -2.94 5.45
H -1.62 -2.43 2.08
H -3.36 -2.29 1.90
H -2.41 -3.64 0.20
H -3.30 -4.76 1.22
H -1.06 -5.67 3.36
H -0.98 -6.81 2.00
H -2.55 -6.26 2.60
C -0.49 5.25 -3.69
C 0.28 4.06 -4.22
O -0.49 3.23 -5.07
C -1.14 2.18 -4.60
O -1.32 1.97 -3.44
C -1.67 1.27 -5.72
F -1.27 1.67 -6.93
F -1.32 0.02 -5.53
F -3.01 1.42 -5.74
H -1.36 4.99 -3.08
H -0.87 5.86 -4.51
H 0.12 5.90 -3.06
H 0.65 3.45 -3.39
H 1.16 4.42 -4.75
C -8.31 1.50 1.24
C -7.53 2.56 0.50
O -6.15 2.47 0.86
C -5.34 3.46 0.51
O -5.72 4.49 0.04
C -3.86 3.24 0.83
F -3.52 3.99 1.87
F -3.60 1.95 1.09
F -3.15 3.56 -0.26
H -8.06 0.53 0.81
H -9.37 1.73 1.19
H -8.01 1.44 2.28
H -7.91 3.57 0.67
H -7.58 2.42 -0.58
C 4.19 4.79 0.71
C 3.08 3.75 0.74
O 1.82 4.38 0.96
C 1.28 5.05 -0.03
O 1.70 5.10 -1.15
C -0.02 5.78 0.35
F 0.18 7.08 0.59
F -0.94 5.66 -0.61
F -0.57 5.26 1.46
H 4.00 5.63 1.37
H 4.23 5.23 -0.29
H 5.15 4.38 1.03
H 3.22 3.08 1.58
H 3.09 3.11 -0.15
C -1.22 -7.84 5.93
C -0.78 -6.49 6.49
O 0.20 -5.95 5.60
C 0.46 -4.65 5.66
O -0.17 -3.85 6.29
C 1.59 -4.25 4.71
F 2.64 -3.78 5.40
F 2.06 -5.30 4.01
F 1.15 -3.33 3.86
H -2.03 -8.22 6.54
H -0.39 -8.55 5.95
H -1.50 -7.81 4.88
H -0.26 -6.68 7.44
H -1.62 -5.83 6.68
C 0.45 4.08 4.42
C 1.83 3.53 4.22
O 1.76 2.10 4.28
C 2.85 1.42 4.59
O 3.89 1.90 4.91
C 2.74 -0.12 4.44
F 1.74 -0.47 3.60
F 3.87 -0.59 3.95
F 2.48 -0.70 5.62
H 0.51 5.16 4.25
H 0.15 4.02 5.47
H -0.30 3.61 3.80
H 2.48 4.03 4.94
H 2.29 3.75 3.26
C 5.04 -2.67 1.71
C 5.70 -3.20 0.43
O 5.32 -4.55 0.23
C 6.28 -5.49 0.24
O 7.43 -5.23 0.11
C 5.74 -6.93 0.29
F 6.53 -7.69 1.02
F 4.48 -6.98 0.77
F 5.67 -7.36 -0.98
H 5.49 -3.13 2.59
H 3.99 -2.97 1.76
H 5.08 -1.58 1.64
H 6.77 -3.04 0.44
H 5.31 -2.58 -0.38
C 2.04 -2.17 -0.18
C 0.72 -1.85 0.54
O 0.14 -0.63 0.13
C 0.73 0.54 0.23
O 1.84 0.76 0.62
C -0.22 1.71 -0.19
F -0.33 2.56 0.83
F 0.35 2.38 -1.18
F -1.41 1.21 -0.48
H 2.16 -3.25 -0.11
H 2.88 -1.68 0.29
H 1.92 -1.88 -1.22
H 0.86 -1.91 1.62
H 0.02 -2.67 0.42
C -2.09 -1.79 -2.17
C -3.35 -0.94 -2.23
O -4.55 -1.68 -2.27
C -5.10 -2.10 -1.13
O -4.54 -2.02 -0.08
C -6.45 -2.78 -1.38
F -6.86 -2.67 -2.65
F -6.39 -4.08 -1.09
F -7.35 -2.16 -0.60
H -1.84 -2.06 -1.15
H -1.25 -1.26 -2.61
H -2.21 -2.74 -2.70
H -3.29 -0.24 -3.07
H -3.36 -0.22 -1.40
*
```

Results
- HOMO level (eV) = -9.51
- SMILES string = CCOC(=O)C(F)(F)F.CCOC(=O)C(F)(F)F.CCOC(=O)C(F)(F)F.CCOC(=O)C(F)(F)F.CCOC(=O)C(F)(F)F.CCOC(=O)C(F)(F)F.CCOC(=O)C(F)(F)F.CCOC(=O)C(F)(F)F.COCCOCCOC.COCCOCCOC

Mulliken atomic charge list, values in e, 4 entries: number 1, C, carries -0.71; number 2, O, carries -0.43; number 3, C, carries -0.25; number 4, C, carries -0.37

***

# 2
Density functional theory data (the ωB97M-V functional and the def2-TZVPD basis) for a molecular structure, C44H68N11O6ScSeSi.

```
! wB97M-V def2-TZVPD RIJCOSX def2/J DEFGRID3
* xyz 0 1
Sc 0.78 0.45 -0.21
O 1.46 -1.06 -3.09
C 1.82 0.06 -2.78
O 1.06 0.90 -2.11
C 3.23 0.49 -3.09
C 3.50 1.99 -3.10
C 4.90 2.25 -3.68
C 5.80 1.88 -2.47
C 4.74 1.39 -1.47
O 3.67 2.30 -1.72
C 4.21 0.02 -1.96
C 3.64 -0.87 -0.85
O 4.23 -1.88 -0.53
O 2.54 -0.46 -0.26
H 3.49 0.01 -4.04
H 2.69 2.60 -3.52
H 5.10 1.64 -4.56
H 5.02 3.30 -3.96
H 6.55 1.12 -2.70
H 6.30 2.76 -2.07
H 5.02 1.43 -0.42
H 5.03 -0.56 -2.38
C -5.39 -0.60 0.93
N -4.40 -0.51 -0.12
C -4.88 0.11 -1.34
C -3.07 -0.77 0.14
N -2.06 -0.15 -0.35
C -2.22 1.05 -1.08
C -2.60 2.20 -0.43
C -2.70 3.42 -1.11
C -2.38 3.49 -2.44
C -1.95 2.33 -3.14
C -1.57 2.45 -4.50
C -1.15 1.34 -5.18
C -1.13 0.09 -4.56
C -1.53 -0.09 -3.25
N -1.43 -1.31 -2.62
C -1.65 -2.44 -3.19
N -2.49 -2.67 -4.28
C -1.92 -3.28 -5.47
C -3.62 -1.81 -4.53
N -1.13 -3.59 -2.64
C -1.64 -4.90 -2.92
C 0.05 -3.54 -1.80
C -1.90 1.08 -2.48
N -2.88 -1.83 1.00
C -3.59 -3.07 0.73
C -1.56 -2.04 1.57
H -5.89 0.37 1.04
H -4.91 -0.85 1.88
H -6.15 -1.35 0.71
H -5.80 -0.40 -1.65
H -4.15 0.02 -2.14
H -5.11 1.17 -1.20
H -2.83 2.14 0.62
H -3.02 4.31 -0.58
H -2.44 4.43 -2.98
H -1.61 3.42 -4.97
H -0.83 1.42 -6.21
H -0.75 -0.78 -5.09
H -0.98 -3.79 -5.22
H -1.71 -2.53 -6.23
H -2.60 -4.02 -5.90
H -4.01 -1.44 -3.59
H -4.41 -2.40 -5.02
H -3.39 -0.96 -5.18
H -2.64 -4.84 -3.35
H -1.70 -5.47 -1.98
H -1.00 -5.47 -3.60
H 0.23 -2.53 -1.47
H 0.94 -3.88 -2.34
H -0.09 -4.19 -0.93
H -4.46 -2.88 0.10
H -3.93 -3.54 1.66
H -2.93 -3.77 0.20
H -1.09 -1.08 1.76
H -0.92 -2.62 0.90
H -1.66 -2.58 2.51
C 2.86 5.16 -0.94
N 1.99 4.24 -0.24
C 0.80 3.85 -0.98
C 2.51 3.33 0.65
N 2.09 2.12 0.68
N 3.49 3.82 1.50
C 3.26 5.09 2.17
C 4.20 2.87 2.32
H 3.05 4.79 -1.95
H 3.81 5.25 -0.43
H 2.39 6.15 -1.01
H 0.30 4.76 -1.33
H 0.11 3.32 -0.34
H 1.05 3.22 -1.85
H 2.39 1.62 1.52
H 2.64 5.74 1.56
H 4.22 5.60 2.34
H 2.77 4.95 3.14
H 3.61 2.54 3.19
H 5.12 3.33 2.69
H 4.47 1.99 1.74
C 0.51 -4.73 2.96
N 0.79 -3.80 4.03
C 1.40 -2.59 3.88
Se 2.00 -1.83 2.33
N 1.50 -2.05 5.12
C 0.93 -2.89 6.07
C 0.77 -2.78 7.44
C 0.14 -3.83 8.09
C -0.32 -4.95 7.39
C -0.16 -5.05 6.01
C 0.47 -4.00 5.37
H 1.05 -4.39 2.08
H -0.56 -4.77 2.75
H 0.87 -5.72 3.25
H 1.92 -1.15 5.27
H 1.13 -1.92 7.99
H 0.00 -3.79 9.16
H -0.81 -5.75 7.92
H -0.52 -5.91 5.46
C 0.48 1.51 4.21
Si -0.70 1.71 2.77
C -2.37 1.03 3.33
C -0.87 3.55 2.45
O -0.16 0.90 1.48
H 0.12 2.04 5.10
H 1.48 1.88 3.97
H 0.56 0.45 4.46
H -2.93 1.79 3.88
H -2.23 0.17 3.98
H -2.98 0.71 2.49
H -1.28 4.04 3.33
H -1.54 3.76 1.61
H 0.09 4.01 2.22
*
```

Results
- HOMO level (eV) = -6.82

Mulliken atomic charge list, values in e, 4 entries: number 1, Sc, carries -0.79; number 2, O, carries -0.62; number 3, C, carries -1.50; number 4, O, carries 1.17